90
Properties=species:S:1:pos:R:3 method="wB97M-V/def2-TZVPD" relative_energy_ev=2.776 gap_ev=6.226 total_charge=0 lumo_energy_ev=0.179 homo_energy_ev=-6.05
Zr 0.105 0.641 0.391
O -3.420 2.982 -1.268
C -4.314 2.045 -0.870
C -5.593 2.122 -1.419
C -6.568 1.216 -1.047
C -6.283 0.220 -0.118
C -5.011 0.134 0.415
C -4.008 1.033 0.049
C -2.641 0.866 0.593
O -1.626 1.439 -0.120
N -2.447 0.157 1.639
N -1.044 -0.101 1.854
C -0.308 0.435 2.914
S -0.379 2.335 2.826
C 0.366 2.583 4.481
C 0.586 1.217 5.153
S -0.698 0.049 4.629
H -2.552 2.754 -0.884
H -5.796 2.913 -2.130
H -7.557 1.288 -1.482
H -7.050 -0.479 0.187
H -4.754 -0.630 1.136
H -0.327 3.202 5.048
H 1.301 3.123 4.330
H 0.562 1.303 6.238
H 1.543 0.798 4.846
C 0.717 2.572 1.517
Ge 2.408 1.641 1.444
C 2.509 -0.349 1.874
C 1.904 -1.347 1.099
C 1.753 -2.651 1.560
C 2.219 -2.989 2.816
C 2.855 -2.024 3.593
C 2.996 -0.729 3.129
C 4.207 2.288 1.845
C 4.415 3.597 2.274
C 5.699 4.054 2.542
C 6.784 3.204 2.384
C 6.586 1.898 1.954
C 5.302 1.441 1.690
C 2.295 1.524 -0.615
C 1.447 2.440 -1.281
C 1.141 2.291 -2.630
C 1.693 1.245 -3.360
C 2.581 0.375 -2.746
C 2.872 0.514 -1.394
H 1.601 -1.148 0.073
H 1.282 -3.398 0.932
H 2.104 -4.000 3.185
H 3.238 -2.290 4.571
H 3.496 0.008 3.749
H 3.566 4.261 2.390
H 5.854 5.073 2.874
H 7.785 3.556 2.601
H 7.432 1.234 1.829
H 5.153 0.417 1.369
H 1.065 3.285 -0.726
H 0.496 3.012 -3.119
H 1.448 1.125 -4.409
H 3.043 -0.423 -3.316
H 3.570 -0.176 -0.932
C -2.241 -4.276 -1.530
N -1.659 -3.068 -0.955
C -1.767 -3.021 0.501
P -1.202 -1.790 -1.868
O -0.228 -0.884 -1.144
N -0.495 -2.540 -3.174
C -0.467 -1.853 -4.460
C 0.760 -3.232 -2.879
N -2.478 -0.887 -2.363
C -2.293 0.458 -2.905
C -3.765 -1.476 -2.707
H -1.678 -5.150 -1.189
H -2.206 -4.250 -2.615
H -3.277 -4.395 -1.200
H -1.389 -3.964 0.904
H -2.804 -2.892 0.822
H -1.177 -2.212 0.921
H -1.435 -1.408 -4.672
H -0.254 -2.582 -5.243
H 0.300 -1.070 -4.501
H 0.659 -3.812 -1.963
H 1.593 -2.530 -2.759
H 0.993 -3.914 -3.698
H -1.402 0.916 -2.490
H -3.152 1.068 -2.626
H -2.217 0.450 -3.998
H -3.903 -2.428 -2.203
H -3.866 -1.630 -3.787
H -4.557 -0.802 -2.372